Computed, not measured: 2 unconnected molecules or ions with the total composition C5H13N in a non-equilibrium geometry, with ωB97M-V/def2-TZVPD.

Geometry as ORCA input:
```
! RIJCOSX wB97M-V def2-TZVPD def2/J DEFGRID3
* xyz 0 1
C -1.37978 2.04962 0.61878
C -0.89134 -1.07532 0.08037
C -0.04458 -0.13687 0.86101
C 1.32034 0.02278 0.24654
C 1.43990 0.65262 -1.14357
N -0.21663 -2.17590 -0.50359
H -1.68023 2.00924 1.65980
H -2.20208 2.27500 -0.06452
H -0.66790 2.86938 0.48631
H -1.86118 -1.31032 0.55020
H -0.04061 -0.05960 1.94397
H -0.90358 1.07244 0.27005
H 1.54917 -1.04521 0.11037
H 1.97052 0.42154 1.02159
H 1.71900 1.70080 -1.03113
H 0.45991 0.62735 -1.60701
H 2.16635 0.14500 -1.76430
H -0.80695 -2.47637 -1.27433
H -1.16085 -0.45292 -0.78778
*
```

- Orbital gap: 0.199 Ha
- Molecular weight: 87.2 g mol⁻¹
- E_HOMO: -6.6 eV
- E: -6879.9843 eV
- Max |F|: 0.0655 Eh/bohr
- Energy above the lowest of the compared OMol25 structures with the same formula, charge and spin: 6.213 eV